45
Properties=species:S:1:pos:R:3 method="wB97M-V/def2-TZVPD" multiplicity=4 gap_ev="3.6 / 5.8" total_charge=-2 energy_ev=-52976.07638
C -0.86 -1.42 -1.57
C -2.02 -1.04 -0.81
C -1.89 -1.57 0.50
C -3.23 -0.35 -1.32
C -0.65 -2.26 0.58
C -0.01 -2.17 -0.71
C 1.25 -2.87 -1.10
C -0.65 -1.17 -3.02
C -2.89 -1.47 1.58
C -0.19 -3.04 1.75
Re 0.00 0.00 0.00
Cl -3.75 3.61 -0.01
Cl -0.94 1.81 -1.24
O 1.53 -0.35 1.28
H -3.04 0.15 -2.26
H -3.59 0.39 -0.61
H -4.02 -1.08 -1.48
H -3.42 -0.53 1.55
H -2.43 -1.57 2.56
H -3.63 -2.27 1.47
H -0.36 -2.51 2.68
H 0.87 -3.27 1.69
H -0.74 -3.98 1.79
H 1.95 -2.91 -0.27
H 1.73 -2.36 -1.92
H 1.02 -3.89 -1.41
H -1.04 -0.21 -3.32
H -1.15 -1.94 -3.61
H 0.41 -1.19 -3.27
H 1.38 0.01 2.16
O 1.53 0.47 -1.07
H 2.35 0.15 -0.67
O 1.00 3.11 0.34
B 0.43 2.07 1.16
O 0.90 2.24 2.52
C 1.68 3.35 2.45
C 2.39 3.97 3.49
C 3.17 5.09 3.18
C 3.24 5.58 1.86
C 2.51 4.95 0.84
C 1.74 3.84 1.17
H 2.34 3.58 4.50
H 3.74 5.59 3.96
H 3.86 6.44 1.62
H 2.56 5.31 -0.19